A gas-phase ion, C5H13N2 (charge +1) in a non-equilibrium geometry, computed with wB97M-V/def2-TZVPD.

Element x y z (Å)
N1 -0.351 0.984 -2.837
N2 0.550 -1.922 2.204
C1 0.578 0.989 1.313
C2 -0.268 -1.367 1.181
C3 0.252 0.875 -1.502
C4 -0.132 -0.125 0.734
C5 -0.727 0.240 -0.536
H1 1.373 -1.689 2.682
H2 -0.003 1.862 1.349
H3 -1.565 0.990 -0.362
H4 0.043 1.745 -3.408
H5 0.011 -2.653 2.729
H6 -0.988 -0.805 -1.064
H7 -0.490 0.057 -3.332
H8 -0.920 -2.214 0.858
H9 1.201 0.245 -1.542
H10 0.962 0.800 2.312
H11 0.620 1.857 -1.155
H12 1.552 1.306 0.753
H13 -1.408 1.398 -2.542

Values from the calculation:
- Frontier orbital gap: 7.41 eV
- SMILES: C/C(=C\N)CC[NH3+]
- Charge: +1

natural (NBO) population analysis, charges in e, atoms 1 to 6: number 1, N, carries -0.6992; number 2, N, carries -0.8354; number 3, C, carries -0.6325; number 4, C, carries 0.0642; number 5, C, carries -0.2538; number 6, C, carries -0.1750

2 unconnected molecules or ions with the total composition C3Cl6S in a non-equilibrium geometry, computed with wB97M-V/def2-TZVPD.

Element x y z (Å)
Cl1 1.608 1.652 1.056
Cl2 2.497 0.376 -1.354
Cl3 -3.101 -0.241 -0.579
Cl4 -1.612 -0.110 1.784
Cl5 2.466 -1.216 1.002
Cl6 -1.211 1.921 -0.339
S1 -0.447 -2.011 -1.293
C1 -1.518 0.149 0.027
C2 1.711 0.152 0.147
C3 -0.393 -0.672 -0.451

Values from the calculation:
- Frontier orbital gap: 7.68 eV

natural (NBO) population analysis, charges in e, atoms 1 to 6: number 1, Cl, carries 0.0667; number 2, Cl, carries 0.0777; number 3, Cl, carries 0.0691; number 4, Cl, carries 0.0577; number 5, Cl, carries 0.0400; number 6, Cl, carries 0.0217

A molecular structure, C36H32N10O5PdSSe, computed with wB97M-V/def2-TZVPD.

Element x y z (Å)
Pd1 0.979 -0.299 0.508
Se1 -0.842 -3.528 2.100
S1 -3.592 4.021 -1.331
O1 -1.670 -2.063 -1.383
O2 2.907 -1.627 5.965
O3 -0.779 0.609 -5.138
O4 1.729 0.845 -1.390
O5 2.523 -0.399 2.096
N1 1.324 -0.998 3.966
N2 2.090 -2.342 -0.031
N3 0.240 -2.337 1.362
N4 -2.756 4.602 -5.664
N5 -1.636 1.833 3.556
N6 0.522 0.022 3.862
N7 -0.435 1.421 0.577
N8 0.041 -0.603 -1.413
N9 0.603 0.593 -3.363
N10 0.020 -4.912 1.445
C1 -2.640 -1.143 -3.872
C2 0.828 0.276 -2.048
C3 -0.942 2.823 5.628
C4 2.471 -0.958 3.198
C5 -1.012 3.489 -0.465
C6 -0.834 1.869 4.626
C7 1.138 -3.025 0.676
C8 4.592 -2.107 2.764
C9 -3.146 4.185 -2.947
C10 5.819 -3.237 4.471
C11 -2.084 3.544 -3.621
C12 -3.432 -0.059 -3.151
C13 2.992 -4.504 -0.616
C14 5.681 -2.862 3.137
C15 -1.722 1.057 0.573
C16 -4.006 5.050 -3.689
C17 1.024 -2.484 -4.138
C18 2.985 -3.069 -0.631
C19 -2.575 2.768 3.478
C20 -2.710 1.845 0.009
C21 -0.959 -1.312 -2.019
C22 -1.923 3.796 5.524
C23 3.792 -2.076 5.043
C24 4.890 -2.845 5.415
C25 0.202 0.832 4.779
C26 -3.760 5.217 -5.037
C27 -0.097 2.619 0.111
C28 3.620 -1.723 3.696
C29 -2.323 3.058 -0.555
C30 -0.496 -2.394 -4.211
C31 -0.466 0.084 -4.096
C32 -2.761 3.769 4.426
C33 1.030 -4.448 0.729
C34 -1.942 3.782 -4.965
C35 2.029 -5.202 0.036
C36 -1.146 -1.152 -3.531
H1 -2.733 -1.020 -4.951
H2 6.424 -3.156 2.408
H3 6.668 -3.832 4.781
H4 -1.166 3.291 -5.537
H5 0.953 2.876 0.153
H6 -2.034 4.550 6.291
H7 -3.553 4.496 4.305
H8 3.781 -5.014 -1.150
H9 1.385 -2.400 -3.108
H10 -3.023 0.929 -3.375
H11 2.000 -6.283 0.048
H12 -0.271 2.798 6.477
H13 -0.946 -3.265 -3.731
H14 4.458 -1.790 1.739
H15 -3.041 -2.122 -3.612
H16 1.183 1.303 -3.789
H17 -3.232 2.713 2.615
H18 -4.391 5.859 -5.639
H19 5.018 -3.121 6.455
H20 3.752 -2.539 -1.188
H21 -3.413 -0.216 -2.070
H22 -1.958 0.084 0.983
H23 -0.691 4.455 -0.831
H24 -0.823 -2.396 -5.252
H25 -4.824 5.560 -3.196
H26 -3.734 1.499 -0.015
H27 1.509 -1.712 -4.736
H28 3.152 -1.958 6.837
H29 0.709 0.762 5.740
H30 -1.424 2.859 -3.106
H31 -4.473 -0.067 -3.473
H32 1.354 -3.447 -4.524

Values from the calculation:
- Frontier orbital gap (alpha / beta): 7.17 / 3.41 eV
- Expectation value of S²: 6.0420
- Charge: +2
- 2S+1: 5

Löwdin population analysis, charges in e, atoms 1 to 6: number 1, Pd, carries 1.1126; number 2, Se, carries 1.2227; number 3, S, carries 1.2781; number 4, O, carries 0.0772; number 5, O, carries 0.0733; number 6, O, carries 0.1185

The records above yield E_tot values of -8367.562 -89077.258 -142634.239 eV, respectively.
The records above yield energy relative to the best compared isomer or geometry (same formula, charge and spin) values of 74.9 29.3 17.6 kcal per mole, respectively.